Entry 1:
{"formula": "C4H8ClOP", "method": "ωB97M-V with the def2-TZVPD basis set", "elements": ["C", "C", "C", "H", "H", "H", "H", "O", "P", "Cl", "C", "H", "H", "H", "H"], "xyz": [[-0.573, 1.718, -2.398], [-0.585, 1.325, -1.204], [-0.311, 1.305, 0.128], [-0.732, 1.011, -3.156], [-0.865, 2.676, -2.628], [0.722, 1.253, 0.563], [-1.096, 1.000, 0.767], [-0.330, -2.150, -0.371], [-0.444, -1.280, -1.509], [1.404, -1.097, -2.361], [0.576, -1.142, 2.427], [1.265, -1.875, 1.910], [1.168, -0.425, 2.992], [-0.102, -0.544, 1.823], [-0.098, -1.774, 3.016]], "mulliken_charge": [-0.5332, 0.2048, -0.7636, 0.2809, 0.3280, 0.2862, 0.3402, -0.3544, 0.4159, -0.2015, -0.8123, 0.2279, 0.3169, -0.0440, 0.3082], "smiles": "C=C=C.O=PCl.C", "orbital_gap_ha": 0.3357, "e_tot_ha": -1033.92442, "de_lowest_kcal_mol": 69.32, "max_force_ev_per_a": 6.473}

***

Entry 2:
{"formula": "C16H15AuBF4N5", "method": "ωB97M-V with the def2-TZVPD basis set", "elements": ["Au", "C", "N", "C", "C", "N", "C", "C", "C", "C", "C", "C", "N", "C", "N", "C", "C", "C", "C", "C", "C", "N", "H", "H", "H", "H", "H", "H", "H", "H", "H", "H", "H", "H", "H", "H", "H", "F", "B", "F", "F", "F"], "xyz": [[-0.393, 1.861, -0.831], [0.778, 2.776, 1.809], [-0.545, 2.786, 1.098], [-1.717, 2.248, 1.869], [-2.107, 0.915, 1.344], [-1.800, 0.552, 0.117], [-2.284, -0.745, -0.108], [-2.209, -1.590, -1.204], [-2.837, -2.808, -1.080], [-3.514, -3.178, 0.098], [-3.590, -2.341, 1.185], [-2.937, -1.122, 1.065], [-2.797, -0.045, 1.955], [1.650, 1.708, 1.259], [1.452, 1.223, 0.052], [2.411, 0.233, -0.206], [2.633, -0.585, -1.301], [3.712, -1.435, -1.219], [4.540, -1.476, -0.081], [4.322, -0.663, 1.006], [3.222, 0.178, 0.928], [2.701, 1.123, 1.829], [0.633, 2.665, 2.880], [1.257, 3.744, 1.649], [-0.755, 3.753, 0.861], [-2.552, 2.938, 1.743], [-1.488, 2.211, 2.931], [-1.670, -1.312, -2.096], [-2.811, -3.499, -1.913], [-3.990, -4.148, 0.152], [-4.156, -2.608, 2.068], [-3.191, 0.007, 2.883], [1.977, -0.573, -2.159], [3.931, -2.088, -2.055], [5.375, -2.165, -0.057], [4.992, -0.660, 1.855], [3.096, 1.358, 2.727], [-0.122, 0.834, -5.465], [-0.254, -0.143, -4.599], [0.818, -0.728, -4.067], [-1.456, -0.602, -4.266], [-0.324, 1.401, -2.658]], "mulliken_charge": [0.9630, -0.6883, -0.3080, -0.6736, 0.3872, -0.1779, 0.4449, -0.3640, -0.7338, -0.4570, -1.0304, 0.7652, -0.0474, 0.4151, -0.1750, 0.3989, -0.5592, -0.7254, -0.4395, -1.0193, 0.8237, -0.0521, 0.3284, 0.4285, 0.4267, 0.4283, 0.3257, 0.3723, 0.4671, 0.4077, 0.4110, 0.2453, 0.5245, 0.4674, 0.4093, 0.4086, 0.2463, -0.1876, 0.5645, -0.1771, -0.2208, -0.6230], "total_charge": 2, "orbital_gap_ha": [0.1834, 0.1832], "e_tot_ha": -1452.05464, "max_force_ev_per_a": 1.373}

***

Entry 3:
{"formula": "CH3N3S2", "method": "ωB97M-V with the def2-TZVPD basis set", "elements": ["C", "N", "N", "N", "S", "S", "H", "H", "H"], "xyz": [[-0.912, 1.355, 0.347], [-0.021, 0.590, 0.830], [-0.085, -0.686, 0.618], [1.604, -0.834, -0.765], [-2.231, 0.641, -0.567], [-1.438, -1.235, -0.149], [-0.898, 2.418, 0.489], [1.693, -1.840, -0.654], [2.289, -0.409, -0.148]], "mulliken_charge": [0.0915, -0.2956, -0.1053, -0.5269, -0.1059, 0.1079, 0.3812, 0.2228, 0.2303], "orbital_gap_ha": 0.2399, "e_tot_ha": -1000.38508, "de_lowest_kcal_mol": 59.94, "max_force_ev_per_a": 3.648}

***

Entry 4:
{"formula": "C3H9N3O", "method": "ωB97M-V with the def2-TZVPD basis set", "elements": ["H", "N", "C", "C", "N", "C", "H", "H", "H", "H", "H", "H", "H", "N", "O", "H"], "xyz": [[0.638, 1.907, -1.650], [0.977, 1.791, -0.698], [0.507, 0.776, -0.082], [0.953, 0.497, 1.324], [0.002, -0.370, -0.797], [-0.112, -1.712, -0.279], [1.416, 1.393, 1.727], [0.074, 0.235, 1.914], [1.668, -0.321, 1.371], [0.096, -0.304, -1.803], [0.869, -2.186, -0.173], [-0.607, -1.693, 0.692], [-0.722, -2.307, -0.957], [-2.193, 0.531, 0.106], [-2.068, 0.331, -1.083], [-1.498, 1.432, 0.389]], "mulliken_charge": [0.2154, -0.7987, 0.6898, -1.0845, -0.3384, -0.8922, 0.3480, 0.3033, 0.2981, 0.2340, 0.3282, 0.3287, 0.3070, -0.0465, -0.1660, 0.2739], "smiles": "[H]/N=C(/C)NC.N=O", "orbital_gap_ha": [0.3001, 0.3001], "e_tot_ha": -359.05795, "de_lowest_kcal_mol": 117.03, "max_force_ev_per_a": 4.388}

***

Entry 5:
{"formula": "C47H31ClF5I2MoN2O4P2", "method": "ωB97M-V with the def2-TZVPD basis set", "elements": ["Mo", "C", "N", "P", "C", "C", "C", "C", "C", "C", "C", "C", "C", "C", "C", "C", "P", "C", "C", "C", "C", "C", "C", "C", "C", "C", "C", "C", "C", "H", "H", "H", "H", "H", "H", "H", "H", "H", "H", "H", "H", "H", "H", "H", "H", "H", "H", "H", "H", "H", "H", "H", "I", "C", "C", "C", "I", "C", "C", "C", "C", "N", "C", "C", "O", "H", "H", "H", "H", "Cl", "C", "C", "C", "C", "C", "C", "C", "O", "O", "H", "H", "H", "H", "F", "C", "C", "F", "C", "F", "C", "O", "C", "F", "C", "F"], "xyz": [[0.664, 0.611, -0.389], [-2.369, -1.143, -2.023], [-2.035, -1.175, -0.564], [-0.386, -1.689, -0.373], [-0.300, -2.569, 1.205], [0.946, -2.689, 1.823], [1.075, -3.440, 2.981], [-0.035, -4.070, 3.528], [-1.274, -3.958, 2.912], [-1.406, -3.216, 1.750], [-0.127, -3.004, -1.587], [0.857, -2.904, -2.562], [1.073, -3.959, -3.440], [0.299, -5.103, -3.357], [-0.700, -5.200, -2.393], [-0.908, -4.161, -1.507], [-2.024, 0.397, 0.227], [-3.497, 1.230, -0.430], [-4.676, 0.497, -0.586], [-5.841, 1.138, -0.967], [-5.848, 2.513, -1.176], [-4.691, 3.247, -0.984], [-3.517, 2.606, -0.606], [-2.595, 0.163, 1.928], [-2.337, 1.231, 2.787], [-2.875, 1.247, 4.065], [-3.670, 0.193, 4.491], [-3.947, -0.864, 3.631], [-3.424, -0.871, 2.348], [-2.480, -2.166, -2.373], [-1.595, -0.641, -2.614], [-3.304, -0.622, -2.177], [1.813, -2.198, 1.399], [2.042, -3.533, 3.457], [0.065, -4.654, 4.433], [-2.138, -4.452, 3.337], [-2.371, -3.127, 1.268], [1.436, -1.998, -2.669], [1.843, -3.875, -4.194], [0.468, -5.922, -4.043], [-1.312, -6.090, -2.332], [-1.681, -4.253, -0.754], [-4.687, -0.571, -0.408], [-6.749, 0.565, -1.095], [-6.762, 3.009, -1.473], [-4.695, 4.320, -1.118], [-2.633, 3.194, -0.426], [-1.722, 2.061, 2.454], [-2.672, 2.079, 4.725], [-4.088, 0.200, 5.488], [-4.581, -1.676, 3.958], [-3.661, -1.685, 1.674], [4.467, 4.037, -1.057], [3.681, 3.265, 0.693], [4.307, 3.526, 1.933], [3.825, 3.005, 3.100], [4.796, 3.458, 4.883], [2.691, 2.147, 3.076], [2.150, 1.472, 4.192], [1.117, 0.595, 4.033], [0.599, 0.372, 2.750], [1.045, 1.016, 1.689], [2.084, 1.910, 1.833], [2.535, 2.511, 0.629], [1.841, 2.261, -0.464], [5.186, 4.154, 1.947], [2.575, 1.646, 5.172], [0.698, 0.052, 4.868], [-0.179, -0.357, 2.599], [8.165, -2.342, -3.022], [6.627, -1.768, -2.481], [6.328, -1.812, -1.125], [5.096, -1.356, -0.696], [4.180, -0.863, -1.621], [4.496, -0.816, -2.977], [5.726, -1.272, -3.413], [2.869, -0.391, -1.181], [2.008, 0.069, -1.989], [2.501, -0.423, 0.043], [7.056, -2.197, -0.427], [4.841, -1.374, 0.355], [3.779, -0.412, -3.679], [5.994, -1.242, -4.459], [-1.350, 6.517, -3.636], [-1.088, 5.294, -3.180], [-0.832, 5.086, -1.836], [-0.871, 6.108, -0.981], [-0.567, 3.811, -1.363], [-0.445, 3.660, -0.029], [-0.548, 2.714, -2.218], [-0.289, 1.451, -1.848], [-0.818, 2.943, -3.565], [-0.816, 1.916, -4.417], [-1.087, 4.212, -4.045], [-1.339, 4.395, -5.339]], "mulliken_charge": [-0.0184, -1.2715, 0.5176, 2.2905, 0.5699, -1.0419, -0.5562, -0.8215, -0.9236, -0.4742, 0.3769, -0.5248, -0.8960, -0.6572, -0.7652, -0.4655, -0.5714, 1.6882, -0.4386, -0.8583, -0.7139, -0.8366, -0.8989, 0.7904, -0.8038, -0.5405, -0.7667, -0.5602, -0.6309, 0.4168, 0.4066, 0.4826, 0.4978, 0.5150, 0.4301, 0.4745, 0.6465, 0.4757, 0.4857, 0.4104, 0.4568, 0.3605, 0.3913, 0.4588, 0.4320, 0.5186, 0.7441, 0.3553, 0.5216, 0.4227, 0.5073, 0.1257, 0.0193, -0.4813, -0.2078, -0.2766, 0.1123, 0.7442, -0.9086, -2.3304, -0.1806, 1.6302, 0.1507, -0.1458, -0.5319, 0.3814, 0.2066, 0.6569, 0.8807, -0.1867, 0.4557, -1.0516, -0.1878, 0.2955, -0.3662, -0.9623, 1.7903, -0.7406, -0.6173, 0.4408, 0.5262, 0.5147, 0.4390, -0.3099, 0.5932, 0.1699, -0.3158, -0.3972, -0.3945, 0.2680, 0.7582, 0.0648, -0.2935, 0.3524, -0.2988], "total_charge": 1, "orbital_gap_ha": [0.2529, 0.2379], "e_tot_ha": -4525.82169, "multiplicity": 3, "de_lowest_kcal_mol": 32.97, "max_force_ev_per_a": 0.818}

***

Entry 6:
{"formula": "C17H11ClF3N2O4RuS", "method": "ωB97M-V with the def2-TZVPD basis set", "elements": ["Ru", "C", "C", "C", "C", "N", "C", "C", "C", "C", "C", "C", "C", "H", "H", "H", "H", "H", "H", "H", "H", "F", "C", "F", "F", "C", "C", "C", "C", "N", "C", "S", "H", "H", "H", "O", "Cl", "O", "O", "O"], "xyz": [[-0.538, 0.037, -0.173], [-1.809, -3.384, -2.510], [-0.990, -4.394, -2.029], [-0.059, -4.105, -1.050], [0.039, -2.806, -0.570], [-0.760, -1.832, -1.050], [-1.664, -2.114, -1.991], [0.961, -2.330, 0.464], [1.882, -3.127, 1.135], [2.704, -2.568, 2.099], [2.612, -1.213, 2.396], [1.700, -0.409, 1.726], [0.863, -0.962, 0.761], [-2.555, -3.570, -3.270], [-1.080, -5.402, -2.413], [0.587, -4.876, -0.656], [-2.289, -1.292, -2.313], [1.961, -4.184, 0.914], [3.418, -3.189, 2.622], [3.259, -0.781, 3.149], [1.638, 0.647, 1.955], [1.833, 5.632, -1.750], [1.585, 4.316, -1.853], [2.770, 3.697, -1.968], [0.923, 4.123, -3.002], [0.807, 3.810, -0.671], [0.429, 4.645, 0.369], [-0.296, 4.139, 1.438], [-0.631, 2.797, 1.438], [-0.253, 1.998, 0.446], [0.448, 2.469, -0.600], [0.752, 1.118, -1.691], [0.702, 5.690, 0.336], [-0.606, 4.774, 2.254], [-1.220, 2.341, 2.222], [-3.860, -0.523, -0.481], [-3.473, 0.075, 0.761], [-4.378, -0.217, 1.810], [-3.268, 1.487, 0.593], [-2.144, -0.519, 1.151]], "mulliken_charge": [-0.2016, -0.9637, -0.2922, -0.9331, 1.2011, 0.2420, -0.0517, 0.1364, -0.6178, -0.7059, -0.8493, -0.1754, 0.8343, 0.3865, 0.4284, 0.3750, 0.4783, 0.3437, 0.3880, 0.4084, 0.3895, -0.3018, 0.6365, -0.2197, -0.2236, -0.1632, -0.1729, -0.9613, -0.2933, -0.2064, 0.8492, -0.5097, 0.5119, 0.4116, 0.5342, -0.6067, 1.7955, -0.6354, -0.6286, -0.6373], "orbital_gap_ha": [0.3002, 0.2776], "e_tot_ha": -2317.56029, "multiplicity": 2, "de_lowest_kcal_mol": 7.57, "max_force_ev_per_a": 0.648}